Density functional theory data (the ωB97M-V functional and the def2-TZVPD basis) for C17H20BNO3 in the gas phase.

Each line ends with the Mulliken charge.
Positions of all 42 atoms, in Å:
C: -4.18288 2.44625 -2.92509  -1.75
C: -3.77444 2.84052 -1.50187  1.89
C: -5.06503 2.79889 -0.60362  -1.71
C: -3.14988 4.27129 -1.47973  -1.55
C: -2.72286 1.82701 -0.94527  0.69
C: -2.73828 1.34003 0.38321  -0.51
C: -1.68153 0.58825 0.85595  -0.99
C: -0.61280 0.23762 0.03850  0.71
N: 0.44134 -0.51254 0.55997  -0.17
C: 1.58489 -0.86228 -0.13981  0.56
O: 1.87953 -0.41295 -1.22997  -0.64
C: 2.56398 -1.77587 0.53060  0.57
C: 3.92700 -1.57046 0.28575  -0.57
C: 4.90640 -2.29969 0.91727  -0.55
C: 4.47993 -3.34068 1.73950  0.08
B: 5.58703 -4.22191 2.47073  0.70
O: 6.87042 -3.97295 2.09831  -0.54
O: 5.20210 -5.33379 3.27087  -0.56
C: 3.15124 -3.51014 2.06255  -0.63
C: 2.18739 -2.73633 1.45001  -0.59
C: -0.62157 0.72142 -1.26010  -0.64
C: -1.61753 1.50512 -1.73727  -0.92
H: -5.08048 2.97850 -3.25819  0.43
H: -4.40476 1.37194 -2.94534  0.40
H: -3.41086 2.67799 -3.65360  0.35
H: -5.56830 1.82267 -0.70019  0.39
H: -5.83937 3.53755 -0.89718  0.38
H: -4.82768 2.99582 0.45346  0.37
H: -2.30668 4.31880 -2.15629  0.37
H: -2.79824 4.41975 -0.44686  0.37
H: -3.84605 5.04856 -1.79053  0.40
H: -3.50687 1.63523 1.02715  0.33
H: -1.67508 0.13357 1.83033  0.31
H: 0.28789 -0.94071 1.44075  0.14
H: 4.19219 -0.74995 -0.37922  0.38
H: 5.96158 -2.10879 0.71673  0.36
H: 7.58011 -4.60315 2.35248  0.27
H: 5.93338 -5.81791 3.71265  0.27
H: 2.89847 -4.19597 2.82632  0.48
H: 1.14615 -2.85764 1.70895  0.36
H: 0.21990 0.48441 -1.92556  0.47
H: -1.56972 1.82252 -2.75634  0.29

Force components x, y, z for each atom (eV/Å):
C -0.25 -0.18 0.08
C -0.62 -0.08 0.70
C 0.09 0.20 -0.33
C -0.20 -1.04 0.63
C -0.22 0.80 0.28
C 1.05 0.43 -1.84
C 0.29 -0.85 -0.12
C -0.53 0.82 -0.21
N 0.83 -0.46 -1.06
C 0.28 0.22 0.06
O -0.09 0.02 -0.02
C 0.13 0.08 0.53
C -0.21 1.09 -0.57
C -0.53 -0.42 -0.54
C 1.71 -0.43 1.59
B -0.78 -1.60 -0.08
O 1.23 -0.45 0.32
O 0.93 1.02 -0.25
C -0.04 0.48 -0.53
C -0.31 0.16 0.07
C 2.02 -0.83 -0.84
C -1.61 0.22 0.50
H 0.07 0.03 0.20
H 0.06 0.19 -0.19
H 0.18 -0.14 -0.06
H 0.35 0.17 0.21
H 0.67 -0.16 -0.08
H -0.15 -0.09 -0.37
H 0.35 -0.05 -0.07
H -0.06 0.42 -0.40
H -0.22 -0.05 0.18
H -1.03 0.09 0.89
H -0.28 0.24 0.57
H 0.01 -0.25 0.66
H -0.07 -0.22 0.03
H -0.34 -0.13 0.16
H -0.93 0.66 -0.11
H -0.70 0.58 -0.55
H -0.34 -0.81 0.48
H -0.15 -0.15 0.01
H -0.63 0.15 0.51
H 0.04 0.28 -0.44

Results
- HOMO-LUMO gap: 8.321 eV
- Spin multiplicity: 1
- SMILES string: CC(C)(C)c1ccc(NC(=O)c2ccc(B(O)O)cc2)cc1

***

Density functional theory data (the ωB97M-V functional and the def2-TZVPD basis) for a molecular structure, C17H20BeN3O8S.

Each line ends with the Mulliken charge.
Positions of all 50 atoms, in Å:
Be: -1.04334 -1.56448 0.81339  0.03
C: -4.01298 -4.14223 2.94493  -1.77
C: -3.75091 -2.97463 2.01148  2.00
C: -5.05764 -2.27641 1.63389  -1.66
O: -3.13267 -3.53610 0.86888  -0.61
C: -2.87547 -1.93852 2.75322  0.27
O: -3.23351 -1.57319 3.86061  -0.70
O: -1.83927 -1.45441 2.13987  -0.06
H: -4.69112 -4.84761 2.45621  0.40
H: -4.45045 -3.78757 3.87654  0.36
H: -3.07451 -4.65924 3.16093  0.38
H: -5.71064 -2.99382 1.13163  0.38
H: -4.86005 -1.44823 0.94492  0.34
H: -5.55260 -1.87953 2.52099  0.37
H: -2.85272 -2.85319 0.23938  0.33
O: 0.46243 -1.52123 -1.84725  -0.49
S: -0.46124 -2.38828 -1.14209  0.91
O: -0.84005 -3.59270 -1.82438  -0.68
O: -1.70542 -1.57804 -0.67480  -0.65
O: 0.05087 -2.65704 0.29200  -0.55
C: 0.43269 2.18097 -4.44061  -1.33
C: 1.47649 2.23329 -3.35217  0.62
C: 2.01500 3.43731 -2.91225  -0.76
C: 2.92908 3.48005 -1.86545  -0.54
C: 3.34539 2.30891 -1.24599  0.32
N: 4.25209 2.42296 -0.15215  -0.09
C: 4.55778 1.51315 0.84317  0.26
O: 5.66828 1.46620 1.34333  -0.70
N: 3.52879 0.71492 1.29017  -0.06
C: 2.13691 0.95483 1.22285  -0.17
C: 1.57818 2.22082 1.24926  -0.11
C: 0.21108 2.35214 1.07554  -0.98
C: -0.55869 1.21922 0.89912  -0.24
N: -0.01696 0.00163 0.90261  0.32
C: 1.29710 -0.13323 1.06351  -0.39
C: 2.85574 1.09296 -1.71492  -0.18
C: 1.92081 1.06499 -2.73768  -0.57
H: 0.30121 3.15784 -4.90937  0.36
H: -0.53401 1.86346 -4.04214  0.27
H: 0.70983 1.46505 -5.21667  0.34
H: 1.69581 4.36656 -3.37399  0.28
H: 3.30307 4.43449 -1.50652  0.38
H: 4.98315 3.10542 -0.25752  0.26
H: 3.84082 -0.06413 1.84481  0.25
H: 2.20732 3.09365 1.36702  0.47
H: -0.25204 3.32983 1.06363  0.39
H: -1.62968 1.26768 0.73323  0.50
H: 1.68273 -1.14708 0.98332  0.56
H: 3.18078 0.15857 -1.27736  0.48
H: 1.51254 0.10401 -3.03714  0.44

Force components x, y, z for each atom (eV/Å):
Be 0.11 0.47 0.46
C -0.06 -0.16 0.06
C 0.18 -0.06 -0.15
C -0.02 0.08 -0.11
O -0.06 -0.02 0.16
C -0.05 0.11 -0.11
O 0.11 0.02 -0.01
O -0.08 -0.14 0.05
H 0.05 0.04 0.04
H 0.01 -0.03 -0.02
H -0.08 0.04 -0.01
H 0.01 0.03 0.02
H -0.02 -0.07 0.04
H 0.02 -0.02 -0.02
H -0.11 0.04 -0.07
O -0.05 -0.10 -0.02
S -0.09 -0.20 0.22
O 0.05 0.12 0.00
O 0.05 -0.01 -0.34
O 0.08 0.00 -0.29
C 0.06 0.02 0.04
C 0.02 0.06 0.01
C 0.00 0.03 0.03
C -0.08 0.09 0.01
C 0.00 0.00 0.08
N 0.00 -0.15 -0.13
C -0.21 0.32 0.06
O -0.04 -0.09 -0.12
N -0.08 0.01 0.02
C 0.28 -0.07 -0.20
C 0.02 0.16 0.04
C -0.01 0.08 -0.03
C -0.02 -0.20 -0.06
N 0.06 -0.15 0.31
C -0.27 -0.13 -0.32
C 0.03 0.01 0.03
C -0.05 -0.14 -0.05
H 0.01 -0.02 0.02
H 0.06 0.00 0.02
H 0.00 0.01 0.03
H 0.03 -0.03 0.02
H -0.02 -0.04 -0.03
H 0.12 -0.02 -0.06
H 0.02 0.00 0.09
H -0.01 -0.03 0.01
H 0.01 -0.03 0.01
H 0.09 -0.03 0.07
H -0.09 0.10 0.07
H -0.02 0.01 0.03
H 0.05 0.10 0.07

Results
- Net charge: -1
- HOMO-LUMO gap: 8.622 eV
- Spin multiplicity: 1

***

Density functional theory data (the ωB97M-V functional and the def2-TZVPD basis) for a molecular structure, C17H20BeNO4P2.

Each line ends with the Mulliken charge.
Positions of all 45 atoms, in Å:
Be: 0.00000 0.00000 0.00000  -0.87
C: 3.27800 -0.64700 -1.32540  -1.41
P: 2.15060 0.00000 -0.04000  1.56
C: 3.09430 1.48890 0.47650  -1.35
C: 2.41020 -1.07570 1.40520  0.38
C: 3.53980 -1.88690 1.58050  -0.51
C: 3.67070 -2.69420 2.71220  -0.66
C: 2.67410 -2.70060 3.68200  -0.75
C: 1.54580 -1.89610 3.52450  -0.51
C: 1.40320 -1.07680 2.39500  -0.31
P: -0.04000 0.00000 2.12790  1.27
C: -0.24250 0.81980 3.75230  -1.34
C: -1.42150 -1.20190 2.19880  -1.53
H: 4.32810 -0.62240 -1.02050  0.36
H: 3.19080 -0.04040 -2.23240  0.41
H: 3.01870 -1.67620 -1.59080  0.38
H: 4.12120 1.24180 0.76260  0.41
H: 2.61350 1.97980 1.32790  0.31
H: 3.13580 2.21150 -0.34410  0.40
H: 4.33870 -1.90690 0.84620  0.27
H: 4.55140 -3.31930 2.83320  0.37
H: 2.77350 -3.33160 4.56100  0.37
H: 0.78040 -1.92340 4.29490  0.25
H: -0.37180 0.11080 4.57460  0.40
H: -1.12450 1.46750 3.73480  0.41
H: 0.62550 1.44750 3.97600  0.36
H: -1.42570 -1.78370 3.12500  0.52
H: -1.36480 -1.90010 1.35810  0.27
H: -2.37900 -0.67650 2.13110  0.48
O: -6.40310 1.99030 0.00000  -0.73
C: -6.00260 0.78340 0.00000  0.46
O: -6.76670 -0.23890 0.00000  -0.75
C: -4.51140 0.52490 0.00000  0.31
C: -4.02400 -0.78830 0.00000  -0.95
C: -2.65460 -1.00530 0.00000  -0.20
N: -1.72960 -0.02660 0.00000  0.51
C: -2.20550 1.24790 0.00000  0.72
C: -3.56680 1.56440 0.00000  -0.99
C: -1.10570 2.24970 0.00000  0.29
O: -1.34320 3.49980 0.00000  -0.77
O: 0.02660 1.67670 0.00000  -0.36
H: -4.71450 -1.62510 0.00000  0.47
H: -2.25300 -2.01190 0.00000  0.69
H: -3.88400 2.60380 0.00000  0.58
H: 0.00000 -1.42760 0.00000  -0.22

Force components x, y, z for each atom (eV/Å):
Be -0.81 0.28 -0.25
C 0.22 -0.34 -0.18
P 1.34 0.40 -0.07
C 0.29 0.20 0.09
C 0.40 -0.50 0.59
C -0.26 -0.04 0.29
C -0.13 0.16 -0.12
C -0.11 0.11 -0.11
C 0.41 0.04 -0.29
C 0.59 -0.52 0.57
P -0.11 -2.19 1.38
C 0.07 0.58 0.16
C -0.07 -0.73 1.71
H -0.07 -0.01 0.05
H -0.12 0.01 0.19
H -0.06 0.11 0.07
H -0.04 -0.07 -0.02
H -0.09 -0.12 -0.18
H -0.16 -0.10 0.06
H -0.14 0.07 -0.04
H -0.10 0.09 -0.03
H -0.02 0.07 -0.10
H 0.00 0.09 -0.13
H 0.04 -0.09 -0.20
H 0.09 -0.06 -0.11
H -0.09 -0.05 -0.09
H 0.10 0.07 0.20
H 0.58 0.37 1.01
H 0.27 -0.03 0.46
O 1.35 -1.34 0.01
C -3.22 0.55 -0.01
O 1.64 0.83 0.01
C 0.83 -0.03 0.05
C 0.42 0.31 -0.06
C -0.10 0.27 -1.31
N -2.82 1.55 -1.48
C -1.22 -0.63 -0.08
C 0.23 -0.36 0.09
C -0.90 3.60 -0.30
O 0.63 -3.13 0.15
O 0.54 1.03 -1.22
H 0.00 0.22 -0.01
H -0.20 0.09 -0.49
H 0.03 -0.24 -0.01
H 0.76 -0.50 -0.25

Results
- Net charge: -1
- HOMO-LUMO gap: 7.119 eV
- Spin multiplicity: 1

***

Density functional theory data (the ωB97M-V functional and the def2-TZVPD basis) for a molecular structure, C17H20BeNO4P2.

Each line ends with the Mulliken charge.
Positions of all 45 atoms, in Å:
Be: -0.87484 -0.29801 -0.69322  -1.11
C: -2.99546 -2.57152 1.11084  -1.36
P: -1.41604 -1.68647 0.85789  1.32
C: -0.24136 -2.99335 1.39302  -1.30
C: -1.28869 -0.53144 2.25890  0.54
C: -2.02041 -0.66337 3.44716  -0.32
C: -1.87843 0.26520 4.48021  -0.68
C: -1.00370 1.33682 4.33788  -0.76
C: -0.26530 1.48007 3.16343  -0.66
C: -0.39449 0.55239 2.11936  -0.32
P: 0.54061 0.67632 0.56247  1.55
C: 2.24556 1.01448 1.13739  -1.34
C: 0.06300 2.34377 -0.02883  -1.69
H: -3.02787 -3.12028 2.05640  0.37
H: -3.14225 -3.30162 0.30857  0.40
H: -3.84100 -1.87778 1.08415  0.40
H: -0.47395 -3.36495 2.39564  0.40
H: 0.78550 -2.61581 1.40068  0.34
H: -0.27933 -3.83985 0.70073  0.41
H: -2.71101 -1.48739 3.59519  0.25
H: -2.45404 0.15073 5.39487  0.37
H: -0.89570 2.06199 5.13984  0.39
H: 0.40747 2.32855 3.07660  0.25
H: 2.31535 1.90914 1.76212  0.40
H: 2.90594 1.16172 0.27718  0.42
H: 2.63219 0.16653 1.71096  0.35
H: 0.26199 3.12509 0.71029  0.55
H: -1.00276 2.37157 -0.27551  0.41
H: 0.62127 2.59362 -0.93621  0.43
O: 2.75080 1.48452 -5.97613  -0.75
C: 2.89915 0.39658 -5.33510  0.59
O: 3.76097 -0.50271 -5.61395  -0.77
C: 1.99377 0.13412 -4.15074  0.15
C: 2.12247 -1.05054 -3.41680  -1.06
C: 1.28486 -1.27255 -2.33647  0.16
N: 0.33057 -0.41566 -1.92514  0.16
C: 0.19939 0.74072 -2.63549  0.73
C: 1.00448 1.04441 -3.74056  -1.44
C: -0.88104 1.65861 -2.13120  -0.88
O: -1.10513 2.77246 -2.70849  -0.84
O: -1.49616 1.19797 -1.11808  -0.58
H: 2.87149 -1.78467 -3.69421  0.43
H: 1.36401 -2.18172 -1.75173  0.41
H: 0.86125 1.98049 -4.27505  0.53
H: -0.53312 0.61184 -1.73890  2.13

Force components x, y, z for each atom (eV/Å):
Be 0.34 -1.96 0.08
C -0.38 0.02 -0.17
P -0.17 -0.26 0.87
C 0.37 -0.14 -0.48
C -0.04 0.51 0.69
C 0.11 0.10 0.00
C 0.08 0.01 -0.17
C 0.01 -0.14 -0.14
C -0.27 -0.29 0.11
C -0.19 0.27 0.66
P 0.63 1.39 1.90
C 0.59 -0.23 0.10
C 1.37 2.28 1.70
H 0.17 0.15 -0.06
H 0.12 0.16 0.02
H 0.15 -0.02 -0.04
H -0.19 0.27 -0.11
H -0.16 0.07 -0.08
H -0.01 0.11 -0.01
H 0.06 0.03 -0.11
H 0.06 0.00 -0.15
H -0.01 -0.09 -0.10
H -0.04 -0.14 -0.15
H -0.17 0.03 -0.05
H -0.20 -0.07 -0.01
H -0.09 0.06 -0.11
H 0.48 -0.16 0.34
H 1.38 1.29 1.56
H 0.03 0.17 0.44
O -0.26 -1.04 1.09
C 1.33 0.65 -1.98
O -1.12 0.55 0.83
C -1.70 2.64 -0.20
C -0.90 -1.49 2.38
C 2.01 -1.25 -0.92
N -2.30 -2.61 1.18
C 0.25 3.65 -2.49
C 1.87 -0.77 -1.70
C 2.02 5.51 -8.57
O 0.01 -1.53 1.40
O -5.17 -6.32 1.91
H -0.10 0.16 0.05
H 0.01 -0.09 -0.02
H 0.03 -0.27 0.10
H -0.02 -1.19 0.44

Results
- Net charge: -1
- HOMO-LUMO gap (alpha / beta): 3.270 / 3.257 eV
- Spin multiplicity: 1

***

Density functional theory data (the ωB97M-V functional and the def2-TZVPD basis) for a gas-phase ion, C17H20Cl2N (charge +1).

Each line ends with the Mulliken charge.
Positions of all 40 atoms, in Å:
C: 1.58956 3.63148 0.72983  -1.64
C: 1.71043 2.17824 1.15752  0.24
C: 1.53211 2.00295 2.66819  -1.05
C: 1.36667 0.54006 3.12401  -0.73
C: 2.21442 -0.41936 2.33145  0.22
C: 3.60194 -0.35696 2.38876  -0.37
C: 4.37578 -1.21152 1.62408  -0.65
C: 3.77407 -2.13796 0.78654  -0.52
C: 2.39418 -2.21852 0.72888  -0.78
C: 1.61615 -1.36131 1.49401  -0.02
N: 0.74612 1.32521 0.39319  0.33
C: -0.70276 1.59616 0.57165  -0.94
C: -1.50712 0.57680 -0.18693  0.20
C: -2.40614 -0.26031 0.46402  -0.23
C: -3.16049 -1.18749 -0.22949  -0.89
C: -3.02010 -1.29464 -1.60772  0.35
Cl: -3.94794 -2.43608 -2.48760  -0.17
C: -2.12385 -0.47262 -2.28361  -0.86
C: -1.38081 0.44840 -1.57066  0.66
Cl: -0.27277 1.47208 -2.45108  -0.24
H: 2.40436 4.20469 1.16204  0.47
H: 0.65860 4.07486 1.07189  0.38
H: 1.65374 3.72647 -0.35145  0.39
H: 2.70126 1.80291 0.87885  0.41
H: 0.68028 2.58657 3.01895  0.32
H: 2.41918 2.42854 3.13686  0.57
H: 0.32029 0.23502 3.05534  0.25
H: 1.64330 0.48198 4.17772  0.42
H: 4.07628 0.35399 3.04839  0.47
H: 5.45149 -1.16044 1.68698  0.42
H: 4.37982 -2.80602 0.19534  0.41
H: 1.91773 -2.95369 0.09877  0.45
H: 0.53825 -1.48532 1.49165  0.48
H: 0.95181 0.33576 0.65128  -0.12
H: 0.90662 1.43050 -0.62698  0.53
H: -0.91375 2.59559 0.18546  0.44
H: -0.95602 1.56200 1.63019  0.48
H: -2.52928 -0.17618 1.53313  0.43
H: -3.85726 -1.82373 0.29087  0.44
H: -2.01859 -0.55742 -3.35345  0.45

Force components x, y, z for each atom (eV/Å):
C 0.01 -0.19 -0.03
C 0.29 0.54 0.33
C -0.08 -0.28 -0.16
C 0.14 0.10 0.07
C -0.13 -0.15 0.06
C -0.05 -0.05 -0.04
C 0.03 0.04 0.01
C -0.02 -0.06 -0.05
C 0.02 -0.02 -0.11
C 0.21 -0.21 0.27
N 0.15 -0.25 -0.20
C -0.56 0.05 -0.01
C 0.15 0.04 -0.13
C 0.10 0.08 -0.11
C -0.06 -0.09 -0.19
C 0.26 0.32 0.25
Cl -0.06 -0.08 -0.06
C -0.08 -0.12 -0.05
C -0.23 -0.17 0.13
Cl -0.15 0.04 -0.20
H 0.08 0.02 0.05
H -0.11 0.07 0.02
H 0.01 0.09 -0.15
H -0.21 -0.07 -0.05
H 0.00 0.10 0.02
H 0.01 0.09 -0.04
H -0.03 -0.02 0.03
H -0.13 -0.02 0.02
H 0.09 0.11 0.10
H 0.12 0.00 0.00
H 0.06 -0.07 -0.06
H -0.03 -0.09 -0.06
H -0.12 0.05 0.02
H -0.10 0.42 -0.33
H 0.22 -0.16 0.51
H 0.14 -0.02 0.11
H 0.12 0.04 -0.04
H 0.00 0.02 0.14
H -0.08 -0.08 0.04
H 0.04 0.02 -0.09

Results
- Net charge: +1
- HOMO-LUMO gap: 10.042 eV
- Spin multiplicity: 1
- SMILES string: C[C@@H](CCc1ccccc1)[NH2+]Cc1ccc(Cl)cc1Cl

***

Let's list ΔE to the lowest compared entry with this formula, charge and spin in order: 0.003, 0.000, 0.000, 9.104, 0.000 eV.
Let's list largest force on an atom in order: 0.0461, 0.0130, 0.0724, 0.2020, 0.0135 Eh/bohr.
Let's list calculated total energy in order: -26266.037, -50049.832, -46615.048, -46605.944, -44483.328 eV.